Entry from the Open Molecules 2025 dataset: a cluster of 3 separate species, C20H41BrFN5O7P in total (ωB97M-V with the def2-TZVPD basis set).

Cartesian coordinates (Å):
C 1.922 -6.599 -3.190
C 0.963 -5.313 -2.832
C 1.045 -4.140 -4.014
F -0.242 -3.982 -4.759
N 1.453 -2.864 -3.290
C 2.800 -2.273 -3.667
O 3.816 -2.705 -4.654
C 2.811 -1.001 -2.627
N 4.070 -0.166 -2.702
C 5.058 -1.011 -2.182
O 5.937 -1.950 -1.733
N 1.562 -0.901 -1.780
Br 1.202 0.426 -0.507
C 0.710 -2.097 -2.184
P -1.018 -2.639 -1.467
C -2.404 -2.238 -2.762
O -1.437 -1.624 -0.075
H 1.646 -7.470 -2.449
H 1.891 -6.899 -4.323
H 3.035 -6.269 -2.933
H -0.159 -5.592 -2.600
H 1.389 -4.843 -1.821
H 1.857 -4.451 -4.830
H 3.397 -2.486 -5.554
H -2.006 -2.338 -3.861
H -2.680 -1.114 -2.585
H -3.323 -2.963 -2.646
H -0.992 -1.971 0.757
C 1.844 -2.052 3.341
O 0.436 -2.227 3.435
C 0.055 -3.339 4.253
C -0.584 -2.856 5.567
N 0.409 -2.237 6.449
C -0.174 -1.505 7.579
C -1.080 -0.299 7.256
O -0.390 0.811 6.679
C -0.189 0.716 5.276
H 2.044 -1.319 2.554
H 2.250 -1.661 4.276
H 2.345 -2.989 3.079
H 0.892 -4.024 4.439
H -0.702 -3.892 3.688
H -1.039 -3.710 6.080
H -1.378 -2.149 5.304
H 0.973 -1.587 5.910
H 0.668 -1.140 8.178
H -0.726 -2.211 8.210
H -1.478 0.067 8.210
H -1.955 -0.572 6.656
H -1.002 0.186 4.770
H 0.771 0.240 5.069
H -0.139 1.732 4.871
C -1.502 7.725 -1.118
O -1.001 7.285 -2.373
C 0.243 6.584 -2.274
C 0.051 5.086 -2.573
N -0.689 4.417 -1.500
C -1.154 3.070 -1.848
C -2.146 2.939 -3.022
O -3.436 3.496 -2.761
C -3.527 4.898 -2.972
H -2.335 8.410 -1.305
H -1.881 6.884 -0.535
H -0.735 8.260 -0.549
H 0.734 6.741 -1.305
H 0.898 7.004 -3.045
H 1.033 4.613 -2.683
H -0.477 5.008 -3.528
H -1.501 4.977 -1.257
H -1.641 2.669 -0.952
H -0.282 2.434 -2.042
H -2.316 1.868 -3.180
H -1.741 3.317 -3.967
H -2.877 5.243 -3.782
H -3.307 5.429 -2.045
H -4.563 5.133 -3.240

Atoms 1-3, force components in eV/Å:
C 0.4 0.8 0.6
C 0.0 0.1 0.3
C -0.8 -1.6 0.7

Calculated values
Charge = +1
Calculated total energy = -4601.612618 Eh
Orbital gap = 5.8 eV

=====

Entry from the Open Molecules 2025 dataset: a cluster of 10 separate species, C48H99Cl2F9N3O15PS2 in total (ωB97M-V with the def2-TZVPD basis set).

Cartesian coordinates (Å):
C 0.532 -1.425 1.129
C 1.751 -0.791 1.757
Cl 2.776 -2.044 2.523
C 2.640 -0.007 0.773
Cl 3.583 1.243 1.646
C 1.899 0.608 -0.392
C 2.199 0.245 -1.696
C 3.237 -0.815 -1.987
C 4.685 -0.267 -1.894
O 5.522 -1.307 -1.368
C 5.282 0.191 -3.231
N 5.124 1.621 -3.528
C 1.494 0.876 -2.782
C 1.873 0.468 -4.180
O 0.995 -0.462 -4.828
O -0.007 -0.959 -3.947
C 0.490 1.798 -2.524
P -0.604 2.595 -3.744
O -1.998 2.284 -3.416
O -0.329 2.061 -5.229
O -0.355 4.170 -3.709
C 0.210 2.163 -1.176
N -0.764 3.082 -0.944
C -1.076 3.354 0.288
C -2.226 4.298 0.485
C -3.184 4.183 -0.708
C -3.958 2.868 -0.631
C -4.421 2.523 -2.035
C -5.332 1.312 -2.098
F -5.239 0.510 -1.023
F -6.634 1.742 -2.120
C -5.177 0.509 -3.413
F -6.305 -0.157 -3.683
F -4.991 1.374 -4.408
S -3.761 -0.762 -3.427
F -4.483 -1.581 -4.576
F -4.525 -1.612 -2.344
F -2.993 0.040 -2.302
F -2.964 0.044 -4.530
F -2.605 -1.828 -3.410
C -0.361 2.731 1.360
S -0.751 3.168 3.056
N 0.609 1.887 1.179
C 0.897 1.581 -0.118
H 0.038 -2.025 1.887
H 0.772 -2.084 0.297
H -0.187 -0.689 0.789
H 1.426 -0.122 2.541
H 3.388 -0.703 0.438
H 3.167 -1.593 -1.237
H 3.034 -1.302 -2.931
H 4.693 0.530 -1.157
H 5.321 -2.104 -1.866
H 6.345 -0.029 -3.183
H 4.879 -0.424 -4.033
H 4.338 1.800 -4.132
H 5.015 2.133 -2.664
H 2.865 0.049 -4.237
H 1.888 1.366 -4.797
H -0.788 -0.433 -4.184
H 0.322 2.636 -5.657
H 0.570 4.422 -3.833
H -2.765 4.066 1.394
H -1.856 5.320 0.555
H -3.899 4.997 -0.606
H -2.635 4.214 -1.639
H -3.326 2.070 -0.250
H -4.822 2.967 0.021
H -3.560 2.326 -2.669
H -4.961 3.346 -2.489
H -1.558 2.146 3.372
C 6.275 0.426 5.942
C 7.161 -0.117 4.831
C 7.370 0.912 3.732
O 6.586 -1.306 4.286
H 5.285 0.681 5.551
H 6.134 -0.327 6.719
H 6.708 1.319 6.395
H 8.128 -0.408 5.243
H 6.411 1.176 3.278
H 8.003 0.505 2.943
H 7.835 1.820 4.118
H 5.729 -1.075 3.909
C -2.655 1.965 -9.144
C -2.823 0.633 -8.429
C -4.012 0.659 -7.477
O -1.633 0.302 -7.716
H -2.471 2.764 -8.419
H -1.800 1.931 -9.819
H -3.545 2.223 -9.720
H -2.962 -0.160 -9.165
H -3.867 1.419 -6.703
H -4.117 -0.301 -6.970
H -4.941 0.879 -8.007
H -1.485 0.991 -7.060
C -4.493 4.945 6.028
C -3.757 3.624 5.865
C -4.192 2.616 6.916
O -2.346 3.839 5.934
H -4.274 5.385 7.005
H -4.171 5.658 5.268
H -5.572 4.810 5.947
H -3.950 3.221 4.869
H -3.966 2.987 7.919
H -3.654 1.675 6.788
H -5.261 2.419 6.861
H -2.144 4.198 6.803
C -9.624 -0.850 -1.678
C -10.325 -0.894 -3.028
C -10.287 -2.291 -3.629
O -9.727 0.043 -3.921
H -8.571 -1.122 -1.787
H -9.659 0.158 -1.262
H -10.087 -1.537 -0.968
H -11.362 -0.575 -2.912
H -9.253 -2.606 -3.793
H -10.791 -2.305 -4.596
H -10.769 -3.019 -2.974
H -8.806 -0.214 -4.037
C -7.497 -0.563 -6.025
C -8.547 -0.697 -7.115
C -8.780 -2.154 -7.489
O -8.156 0.048 -8.269
H -6.537 -0.960 -6.368
H -7.343 0.485 -5.769
H -7.789 -1.102 -5.122
H -9.484 -0.255 -6.776
H -7.859 -2.600 -7.875
H -9.534 -2.232 -8.273
H -9.110 -2.736 -6.628
H -7.329 -0.326 -8.590
C 11.363 -0.845 8.410
C 10.310 -0.940 7.316
C 10.010 -2.386 6.955
O 10.744 -0.228 6.155
H 12.301 -1.295 8.075
H 11.569 0.198 8.654
H 11.039 -1.357 9.318
H 9.395 -0.446 7.648
H 10.906 -2.882 6.575
H 9.256 -2.435 6.168
H 9.646 -2.944 7.820
H 11.550 -0.650 5.841
C -8.666 2.733 10.494
C -8.070 2.377 9.141
C -8.331 0.922 8.782
O -6.667 2.642 9.135
H -8.213 2.124 11.282
H -8.470 3.777 10.736
H -9.744 2.568 10.509
H -8.498 3.024 8.374
H -7.868 0.259 9.519
H -7.897 0.683 7.811
H -9.400 0.707 8.749
H -6.260 2.083 9.805
C 13.114 -6.819 5.744
C 12.372 -5.724 4.993
C 12.920 -5.546 3.585
O 12.454 -4.492 5.712
H 14.173 -6.564 5.842
H 12.710 -6.932 6.751
H 13.036 -7.776 5.228
H 11.311 -5.969 4.944
H 13.973 -5.254 3.620
H 12.379 -4.758 3.062
H 12.837 -6.468 3.009
H 13.384 -4.248 5.773
C 4.984 -4.459 -4.713
C 3.949 -3.345 -4.662
C 2.568 -3.841 -5.062
O 4.353 -2.257 -5.497
H 5.073 -4.848 -5.730
H 5.966 -4.085 -4.419
H 4.712 -5.282 -4.052
H 3.907 -2.937 -3.650
H 2.572 -4.221 -6.087
H 1.844 -3.026 -5.023
H 2.234 -4.640 -4.399
H 4.397 -2.580 -6.403

Atoms 1-3, force components in eV/Å:
C -0.1 -0.5 0.1
C -0.1 0.5 -0.2
Cl 0.0 -0.1 0.2

Calculated values
Charge = 0
Calculated total energy = -6138.040225 Eh
Structure (SMILES) = C[C@@H](Cl)[C@H](Cl)c1c(C[C@@H](O)CN)c(COO)c(P(=O)(O)O)c2nc(CCCCC(F)(F)C(F)(F)S(F)(F)(F)(F)F)c(S)nc12.CC(C)O.CC(C)O.CC(C)O.CC(C)O.CC(C)O.CC(C)O.CC(C)O.CC(C)O.CC(C)O
Orbital gap = 8.2 eV

=====

Entry from the Open Molecules 2025 dataset: a structure of composition C16H18N2PtS2Se4 (ωB97M-V with the def2-TZVPD basis set).

Cartesian coordinates (Å):
Pt 1.363 -0.075 -0.469
C -0.910 -2.678 -0.367
N -0.377 -1.569 0.424
C -1.394 -0.588 0.780
C -1.897 0.210 -0.434
N -0.820 0.771 -1.258
C -0.778 0.208 -2.614
C -0.918 2.204 -1.358
C -2.105 2.810 -1.744
C -2.196 4.186 -1.850
C -1.082 4.978 -1.612
C 0.108 4.389 -1.245
C 0.198 3.002 -1.098
S 1.696 2.340 -0.529
C 0.331 -2.125 1.546
C -0.248 -2.340 2.785
C 0.480 -2.930 3.806
C 1.793 -3.315 3.593
C 2.383 -3.116 2.359
C 1.659 -2.524 1.331
S 2.405 -2.238 -0.226
H -1.590 -3.300 0.232
H -0.089 -3.306 -0.711
H -1.451 -2.305 -1.233
H -0.943 0.103 1.502
H -2.270 -1.069 1.242
H -2.506 1.022 -0.026
H -2.548 -0.419 -1.049
H -1.775 0.198 -3.068
H -0.372 -0.804 -2.602
H -0.133 0.827 -3.237
H -2.978 2.210 -1.960
H -3.134 4.638 -2.131
H -1.146 6.053 -1.696
H 0.992 4.980 -1.060
H -1.269 -2.045 2.971
H 0.013 -3.091 4.766
H 2.361 -3.768 4.392
H 3.410 -3.399 2.179
Se 2.687 0.508 2.073
Se 4.602 1.124 1.118
Se 5.065 0.030 -1.031
Se 3.383 0.214 -2.489

Atoms 1-3, force components in eV/Å:
Pt -0.1 0.2 -0.6
C -0.1 -0.2 -0.3
N -0.1 0.1 0.3

Calculated values
2S+1 = 5
Charge = 0
Calculated total energy = -11251.367782 Eh
Orbital gap (alpha / beta) = 6.1 / 4.7 eV
ΔE to the lowest compared entry with this formula, charge and spin = 8.7 kcal/mol

=====

Entry from the Open Molecules 2025 dataset: a cluster of 20 separate species, C43H79Cl38N5O9P4S in total (ωB97M-V with the def2-TZVPD basis set).

Cartesian coordinates (Å):
C 2.742 2.442 4.090
C 1.690 1.989 2.968
O 1.002 3.093 2.302
C -0.326 2.623 1.988
C -1.595 3.174 2.736
C -1.447 4.293 3.907
P -0.324 5.735 3.435
O -0.182 5.898 1.920
O 1.219 5.468 4.147
O -0.929 7.145 4.227
C -3.041 2.653 2.371
C -4.386 3.214 3.069
C -4.933 4.580 2.406
N -3.899 5.608 2.156
N -5.925 5.157 3.372
N -5.638 4.351 1.083
C -3.273 1.536 1.287
C -2.003 1.007 0.571
C -0.553 1.535 0.874
N 0.648 1.064 0.161
C 0.445 1.012 -1.310
C -0.822 0.355 -1.982
C -1.043 0.250 -3.508
C -2.350 -0.480 -4.065
C -1.871 -1.736 -4.944
P -1.326 -3.244 -3.898
O -2.572 -4.179 -3.859
O -0.759 -2.819 -2.356
C -0.678 -3.973 -1.466
C -1.323 -3.660 -0.028
O -0.143 -4.052 -4.831
C 1.201 -3.887 -4.299
C 1.734 -2.370 -4.287
C 0.003 0.853 -4.482
C 1.254 1.555 -3.891
P 2.492 2.339 -5.135
N 1.470 2.962 -6.441
O 3.573 1.116 -5.691
C 1.486 1.616 -2.332
P 3.091 2.471 -1.765
C 3.953 1.253 -0.561
O 2.657 3.819 -0.794
S -2.074 -0.306 -0.761
H 3.797 2.176 3.699
H 2.758 3.558 4.314
H 2.560 1.796 5.013
H 2.272 1.346 2.200
H 0.863 1.289 3.375
H -2.454 4.719 4.226
H -1.052 3.700 4.821
H 1.911 5.869 3.559
H -0.363 7.243 5.039
H -4.210 3.266 4.194
H -5.215 2.424 2.892
H -3.580 6.077 3.012
H -3.122 5.265 1.575
H -6.216 6.049 2.944
H -6.706 4.479 3.389
H -4.934 4.630 0.370
H -5.879 3.357 0.968
H -4.311 1.147 1.040
H 1.440 1.711 0.295
H -3.136 -0.727 -3.278
H -2.852 0.260 -4.797
H -2.779 -2.092 -5.563
H -0.999 -1.517 -5.647
H 0.438 -4.218 -1.282
H -1.146 -4.928 -1.881
H -1.359 -4.558 0.674
H -0.717 -2.822 0.483
H -2.386 -3.287 -0.215
H 1.354 -4.401 -3.273
H 1.905 -4.462 -5.016
H 1.963 -1.951 -5.324
H 1.046 -1.634 -3.748
H 2.732 -2.383 -3.702
H -0.113 0.824 -5.622
H 1.959 3.720 -6.972
H 1.254 2.169 -7.079
H 3.777 0.586 -4.876
H 3.316 0.318 -0.383
H 4.185 1.786 0.422
H 4.958 0.998 -1.071
H 2.370 4.577 -1.347
C 3.464 5.730 -8.857
Cl 1.943 4.970 -9.342
Cl 3.774 5.501 -7.132
H 4.279 5.284 -9.425
H 3.408 6.797 -9.068
C -3.670 8.359 5.972
Cl -4.056 9.116 7.523
Cl -3.324 6.635 6.171
H -4.520 8.468 5.302
H -2.797 8.852 5.544
C -6.166 9.381 3.029
Cl -7.696 8.565 3.377
Cl -4.854 8.214 2.817
H -6.274 9.962 2.114
H -5.921 10.043 3.860
C -0.401 -5.497 -7.723
Cl 1.248 -5.740 -8.316
Cl -1.363 -4.561 -8.874
H -0.871 -6.469 -7.577
H -0.363 -4.962 -6.777
C 1.546 -6.592 0.410
Cl 0.137 -7.074 -0.543
Cl 2.268 -5.103 -0.217
H 1.236 -6.428 1.441
H 2.288 -7.388 0.369
C 5.292 -2.218 -0.846
Cl 6.930 -1.586 -0.643
Cl 4.584 -1.679 -2.374
H 5.328 -3.306 -0.837
H 4.672 -1.862 -0.024
C -4.820 -6.577 -4.912
Cl -4.856 -6.232 -6.646
Cl -4.911 -8.317 -4.604
H -3.891 -6.190 -4.493
H -5.670 -6.089 -4.437
C 4.437 7.049 4.982
Cl 3.937 6.885 3.292
Cl 3.790 5.740 5.976
H 5.525 7.025 5.031
H 4.071 8.000 5.367
C 1.734 -10.384 0.246
Cl 3.245 -9.654 0.808
Cl 1.014 -11.406 1.497
H 1.032 -9.592 -0.012
H 1.942 -10.993 -0.634
C 10.365 -0.168 -2.285
Cl 10.830 1.355 -3.050
Cl 9.346 0.111 -0.868
H 9.812 -0.771 -3.004
H 11.265 -0.697 -1.975
C 0.935 0.413 7.616
Cl 2.590 0.189 7.033
Cl -0.042 1.302 6.441
H 0.484 -0.563 7.784
H 0.963 0.973 8.550
C -9.023 10.268 0.509
Cl -8.550 11.960 0.306
Cl -7.903 9.186 -0.327
H -9.022 10.026 1.571
H -10.022 10.128 0.100
C -8.791 -6.795 -5.505
Cl -9.932 -7.926 -4.769
Cl -8.999 -5.164 -4.854
H -7.776 -7.131 -5.299
H -8.960 -6.771 -6.581
C -1.080 -2.975 -12.598
Cl -0.618 -1.279 -12.784
Cl 0.039 -4.039 -13.458
H -1.068 -3.231 -11.539
H -2.082 -3.115 -13.001
C -5.553 4.389 8.614
Cl -5.582 4.732 6.882
Cl -5.667 2.652 8.927
H -4.620 4.764 9.034
H -6.397 4.890 9.088
C 3.044 -13.764 3.866
Cl 4.552 -13.033 4.429
Cl 2.324 -14.785 5.116
H 2.342 -12.971 3.608
H 3.252 -14.373 2.988
C 6.351 0.251 7.317
Cl 6.780 1.952 7.092
Cl 7.494 -0.811 6.487
H 6.363 0.022 8.380
H 5.354 0.082 6.915
C 5.379 -2.328 10.443
Cl 7.033 -2.552 9.863
Cl 4.404 -1.438 9.266
H 4.928 -3.304 10.612
H 5.405 -1.767 11.377
C 4.694 -10.173 -2.715
Cl 3.575 -11.329 -1.979
Cl 4.456 -8.549 -2.060
H 5.715 -10.492 -2.511
H 4.522 -10.150 -3.790

Atoms 1-3, force components in eV/Å:
C 0.5 -0.5 -0.7
C 0.6 -1.4 0.5
O -2.5 -1.8 -0.1

Calculated values
Charge = 0
Calculated total energy = -21887.426062 Eh
Orbital gap = 7.5 eV

=====

Entry from the Open Molecules 2025 dataset: a cluster of 2 separate species, F3H2PSi in total (ωB97M-V with the def2-TZVPD basis set).

Cartesian coordinates (Å):
F 3.465 0.618 -1.113
F 2.405 -1.497 -0.388
F 3.045 0.186 1.397
Si 2.373 0.055 -0.080
P 0.364 1.046 0.153
H 0.671 2.269 -1.509
H -0.490 0.012 -0.076

Atoms 1-3, force components in eV/Å:
F -0.9 0.2 0.5
F -0.5 -0.1 0.0
F -0.5 0.1 -1.2

Calculated values
Charge = 0
Calculated total energy = -931.754139 Eh
Orbital gap = 9.1 eV
ΔE to the lowest compared entry with this formula, charge and spin = 42.3 kcal/mol